Entry a
C8H8 | ωB97M-V with the def2-TZVPD basis set

Structure (XYZ):
```
16
C8H8 ωB97M-V with the def2-TZVPD basis set
C -1.26758 -2.36558 -0.48705
C -2.27514 -1.18222 -0.28405
C -0.38168 -1.34583 -0.44487
C -1.30295 -0.43317 0.41892
C 0.69894 -0.30438 -0.39126
C -0.28417 0.40420 0.66903
C 1.02661 0.48868 -1.59567
C -0.06684 1.36714 1.82123
H -1.19540 -3.47108 -0.59537
H 1.57808 -0.67250 0.18747
H 0.21304 0.90827 -2.23840
H 1.97130 0.46348 -2.14967
H 1.33438 1.46414 -1.06458
H -1.05272 1.48475 2.13510
H 0.45942 2.30377 1.46213
H 0.54471 0.89033 2.55704
```

Results
- HOMO-LUMO gap (eV) = 8.58
- E_HOMO (eV) = -7.91
- lowest unoccupied orbital energy (eV) = 0.67
- charge = 0

Calculated atomic charges, method Löwdin, unit e: 0.00, 0.11, -0.15, -0.19, -0.25, -0.18, -0.07, -0.03, 0.10, 0.16, 0.10, 0.07, 0.10, 0.05, 0.10, 0.07

---

Entry b
C8H8 | ωB97M-V with the def2-TZVPD basis set

Structure (XYZ):
```
16
C8H8 ωB97M-V with the def2-TZVPD basis set
C 3.32197 0.28847 -0.18916
C 3.70524 1.20897 0.56675
C 2.39374 -0.63528 -0.40495
C 0.96830 -0.66230 -0.26646
C 1.78329 -1.95822 -0.18305
C -0.03776 0.18817 -0.12006
C 0.19482 1.67335 -0.45892
C -1.33211 -0.19369 0.57808
H 1.66705 -2.58216 -1.18794
H 2.06445 -2.59061 0.65716
H 0.51491 2.11097 0.62459
H -0.71176 2.14697 -0.62203
H 1.08390 1.74315 -1.05142
H -2.00042 -0.46000 -0.14668
H -1.71392 0.59699 1.14738
H -1.04656 -0.97588 1.31267
```

Results
- HOMO-LUMO gap (eV) = 7.98
- E_HOMO (eV) = -9.13
- lowest unoccupied orbital energy (eV) = -1.15
- charge = 0

Calculated atomic charges, method Löwdin, unit e: -0.21, 0.06, -0.18, -0.14, 0.00, -0.23, -0.01, -0.02, 0.15, 0.10, 0.15, 0.04, 0.06, 0.05, 0.06, 0.10

---

Short version: entry b, entry a, most stable first.

---

Entry a
C4H4N2S | ωB97M-V with the def2-TZVPD basis set

Structure (XYZ):
```
11
C4H4N2S ωB97M-V with the def2-TZVPD basis set
C 0.62638 -0.51949 1.29056
C 1.01766 -0.88613 -1.03236
C -1.33152 -0.52548 -0.25585
C 0.12441 -0.63762 0.00229
N 1.01470 -0.42828 2.37226
N 1.74212 -1.10464 -1.90183
S 1.10452 2.57091 -0.36291
H -1.89892 -0.72469 0.65167
H -1.63429 -1.20199 -1.05202
H -1.57237 0.49018 -0.58699
H 0.80732 2.96722 0.87518
```

Results
- HOMO-LUMO gap (alpha / beta) (eV) = 10.12 / 7.17
- E_HOMO (alpha / beta) (eV) = -9.58 / -10.04
- spin multiplicity = 3
- lowest unoccupied orbital energy (alpha / beta) (eV) = 0.54 / -2.87
- charge = 0
- expectation value of S² = 2.02

Calculated atomic charges, method Löwdin, unit e: -0.23, -0.23, -0.04, -0.31, 0.20, 0.20, 0.42, 0.09, 0.09, 0.09, -0.28

---

Entry b
C4H4N2S | ωB97M-V with the def2-TZVPD basis set

Structure (XYZ):
```
11
C4H4N2S ωB97M-V with the def2-TZVPD basis set
C 0.50409 0.34443 -1.91462
C -1.41221 -1.47392 0.96539
C 0.24892 0.78578 0.58339
C 0.76724 0.05083 -0.58186
N 0.27814 0.66284 -2.98874
N -1.37282 -1.09558 2.09147
S -1.01816 -1.94940 -0.54271
H 0.93423 1.48462 1.01707
H -0.59945 1.52983 0.40113
H -0.09676 0.16269 1.36578
H 1.76677 -0.50212 -0.39631
```

Results
- HOMO-LUMO gap (alpha / beta) (eV) = 8.78 / 6.46
- E_HOMO (alpha / beta) (eV) = -8.33 / -10.48
- spin multiplicity = 3
- lowest unoccupied orbital energy (alpha / beta) (eV) = 0.45 / -4.02
- charge = 0
- expectation value of S² = 2.03

Calculated atomic charges, method Löwdin, unit e: -0.34, -0.74, -0.16, -0.27, 0.15, 0.13, 0.90, 0.07, 0.12, -0.01, 0.14

---

Short version: entry a, entry b, most stable first.

---

Entry a
C2H8N2 | ωB97M-V with the def2-TZVPD basis set

Structure (XYZ):
```
12
C2H8N2 ωB97M-V with the def2-TZVPD basis set
C 1.45269 -0.37115 1.09970
N 0.64560 0.49522 0.56199
C 0.73175 0.66901 -0.91572
H 1.78175 -1.26699 0.55673
H 1.66312 -0.15071 2.20690
H 0.03868 0.08458 -1.50964
H 0.48294 1.69226 -1.16809
H 1.76166 0.55345 -1.16465
N -2.27412 -0.22324 -0.06570
H -2.01811 -0.94555 -0.70148
H -2.85601 -0.53470 0.69998
H -1.40996 -0.00217 0.39999
```

Results
- HOMO-LUMO gap (eV) = 10.47
- SMILES = C=NC.N
- E_HOMO (eV) = -9.59
- lowest unoccupied orbital energy (eV) = 0.88
- charge = 0

Calculated atomic charges, method Löwdin, unit e: -0.07, -0.12, -0.14, 0.07, 0.09, 0.06, 0.07, 0.06, 0.03, -0.01, 0.01, -0.05

---

Entry b
C2H8N2 | ωB97M-V with the def2-TZVPD basis set

Structure (XYZ):
```
12
C2H8N2 ωB97M-V with the def2-TZVPD basis set
C -1.53216 -0.01482 -2.29290
C -0.64696 0.27514 -1.35334
N -0.65214 -0.21655 -0.05249
H -2.36305 -0.69740 -2.19743
H -1.56086 0.41300 -3.28517
H 0.15634 0.98357 -1.49852
H -1.15973 -1.08464 0.09779
H 0.22510 -0.22174 0.44521
N 1.75364 0.02474 2.35496
H 1.72636 -0.49567 3.21815
H 1.37709 0.93968 2.55093
H 2.67635 0.09467 2.01279
```

Results
- HOMO-LUMO gap (eV) = 8.89
- SMILES = C=CN.N
- E_HOMO (eV) = -7.96
- lowest unoccupied orbital energy (eV) = 0.93
- charge = 0

Calculated atomic charges, method Löwdin, unit e: -0.05, -0.31, 0.03, 0.04, 0.03, 0.10, 0.09, 0.03, 0.03, 0.01, 0.02, 0.00

---

Entry c
C2H8N2 | ωB97M-V with the def2-TZVPD basis set

Structure (XYZ):
```
12
C2H8N2 ωB97M-V with the def2-TZVPD basis set
C -1.98615 0.43960 -1.21362
C -1.01318 0.24467 -0.33182
N 0.31813 -0.20130 -0.74463
H -2.24452 -0.40406 -1.92205
H -2.91370 1.08593 -1.14714
H -1.13013 0.62294 0.71398
H 0.34441 0.04342 -1.74604
H 0.82145 -0.47142 0.08085
N 2.00105 -0.45640 1.84301
H 2.89820 -0.26583 1.30049
H 1.32755 -1.10518 1.40462
H 1.57689 0.46765 1.76236
```

Results
- HOMO-LUMO gap (eV) = 9.13
- SMILES = C=CN.N
- E_HOMO (eV) = -8.23
- lowest unoccupied orbital energy (eV) = 0.90
- charge = 0

Calculated atomic charges, method Löwdin, unit e: -0.09, -0.30, 0.02, 0.06, 0.05, 0.10, 0.10, -0.01, -0.01, 0.06, 0.01, 0.01

---

Short version: entry b, entry a, entry c, most stable first.

---

Entry a
C2H8N2 | ωB97M-V with the def2-TZVPD basis set

Structure (XYZ):
```
12
C2H8N2 ωB97M-V with the def2-TZVPD basis set
C 1.36835 -0.40803 0.71873
C 0.64597 0.66204 0.38626
N 0.97557 1.85238 -0.25746
H 2.31686 -0.68858 0.28131
H 0.80665 -1.09954 1.33121
H -0.43480 0.68393 0.57203
H 1.96211 2.02270 -0.29367
H 0.32671 2.58630 -0.04063
N -2.21267 -1.20140 -0.70570
H -1.33483 -0.94137 -1.13978
H -2.00717 -1.35775 0.27113
H -2.41276 -2.11067 -1.12342
```

Results
- HOMO-LUMO gap (eV) = 9.39
- SMILES = C=CN.N
- E_HOMO (eV) = -8.36
- lowest unoccupied orbital energy (eV) = 1.03
- charge = 0

Calculated atomic charges, method Löwdin, unit e: -0.04, -0.33, 0.04, 0.04, 0.03, 0.09, 0.08, 0.08, 0.01, -0.01, -0.01, 0.01

---

Entry b
C2H8N2 | ωB97M-V with the def2-TZVPD basis set

Structure (XYZ):
```
12
C2H8N2 ωB97M-V with the def2-TZVPD basis set
N -1.76677 0.26650 -0.71626
C -0.49584 -0.63222 -0.17283
C 0.50621 0.48849 0.12489
N 1.77775 0.11418 0.76037
H -2.54045 -0.31161 -0.39604
H -1.16136 -0.28035 -1.37615
H 0.00619 -1.35369 -0.83114
H -0.82975 -1.14640 0.73156
H 0.72581 0.87135 -0.87661
H 0.09327 1.31151 0.67703
H 1.54654 -0.32620 1.65153
H 2.20870 -0.63490 0.22243
```

Results
- HOMO-LUMO gap (eV) = 10.30
- E_HOMO (eV) = -9.35
- lowest unoccupied orbital energy (eV) = 0.95
- charge = 0

Calculated atomic charges, method Löwdin, unit e: 0.00, -0.25, -0.32, -0.02, 0.03, 0.02, 0.11, 0.10, 0.11, 0.10, 0.06, 0.06

---

Entry c
C2H8N2 | ωB97M-V with the def2-TZVPD basis set

Structure (XYZ):
```
12
C2H8N2 ωB97M-V with the def2-TZVPD basis set
C -0.67875 -1.16678 0.92756
N -0.65863 0.06837 0.64902
C -1.24730 0.45413 -0.62876
H -1.37160 -1.86334 0.45405
H -0.04786 -1.50751 1.74132
H -0.90650 -0.19964 -1.43093
H -1.09916 1.51954 -0.75550
H -2.34209 0.30030 -0.68521
N 2.19856 0.79816 0.01982
H 2.03369 0.86284 -0.97563
H 2.81650 0.02903 0.19223
H 1.30314 0.70492 0.49202
```

Results
- HOMO-LUMO gap (eV) = 10.20
- SMILES = C=NC.N
- E_HOMO (eV) = -9.28
- lowest unoccupied orbital energy (eV) = 0.92
- charge = 0

Calculated atomic charges, method Löwdin, unit e: -0.07, -0.11, -0.15, 0.08, 0.07, 0.08, 0.07, 0.08, 0.02, 0.00, -0.01, -0.04

---

Short version: entry a, entry c, entry b, most stable first.

---

Entry a
C2H8N2 | ωB97M-V with the def2-TZVPD basis set

Structure (XYZ):
```
12
C2H8N2 ωB97M-V with the def2-TZVPD basis set
C 1.52825 -0.95856 0.45195
C 0.83069 -2.18114 0.49995
N 1.23461 -3.37710 1.05105
H 2.42531 -0.71005 1.12937
H 1.06017 -0.24949 -0.21336
H -0.28812 -2.10503 0.41450
H 1.74217 -3.90578 0.35777
H 1.82989 -3.08619 1.77866
N -2.77470 4.32590 -1.38780
H -2.47910 4.53220 -0.49772
H -3.16017 3.33166 -1.61602
H -1.94900 4.38357 -1.96835
```

Results
- HOMO-LUMO gap (eV) = 10.00
- SMILES = C=CN.N
- E_HOMO (eV) = -9.01
- lowest unoccupied orbital energy (eV) = 0.99
- charge = 0

Calculated atomic charges, method Löwdin, unit e: 0.00, -0.32, 0.00, 0.07, 0.02, 0.10, 0.08, 0.05, -0.01, -0.05, 0.06, -0.01

---

Entry b
C2H8N2 | ωB97M-V with the def2-TZVPD basis set

Structure (XYZ):
```
12
C2H8N2 ωB97M-V with the def2-TZVPD basis set
C 0.25581 -2.02068 1.12255
C -1.01484 -2.28744 1.86410
N -0.93755 -2.12012 3.18248
H 0.26755 -2.21198 0.11161
H 1.15336 -1.75701 1.72687
H -1.96660 -1.90640 1.30377
H 0.01996 -2.03582 3.50268
H -1.55397 -1.67824 3.82306
N 0.71339 3.83509 -3.97091
H 0.45108 4.80087 -4.36774
H 1.04021 3.33227 -4.81164
H 1.57159 4.04946 -3.48681
```

Results
- HOMO-LUMO gap (eV) = 8.79
- SMILES = C=CN.N
- E_HOMO (eV) = -7.53
- lowest unoccupied orbital energy (eV) = 1.26
- charge = 0

Calculated atomic charges, method Löwdin, unit e: -0.02, -0.27, -0.01, -0.03, 0.03, 0.13, 0.08, 0.08, -0.03, 0.04, 0.01, -0.02

---

Short version: entry a, entry b, most stable first.